{
  "formula": "C39H50N4OYb",
  "method": "ωB97M-V/def2-TZVPD",
  "orbital_gap_ev": [5.63, 5.63],
  "max_force_ev_per_a": 0.5,
  "total_charge": 1,
  "energy_ev": -80787.211,
  "multiplicity": 2,
  "species": ["Yb", "C", "C", "C", "C", "C", "C", "C", "C", "C", "C", "C", "C", "C", "C", "C", "C", "N", "C", "C", "C", "N", "C", "C", "C", "N", "C", "C", "C", "C", "C", "C", "C", "C", "C", "C", "C", "C", "N", "C", "C", "H", "H", "H", "H", "H", "H", "H", "H", "H", "H", "H", "H", "H", "H", "H", "H", "H", "H", "H", "H", "H", "H", "H", "H", "H", "H", "H", "H", "H", "H", "H", "H", "H", "H", "H", "H", "H", "H", "H", "H", "H", "H", "H", "H", "C", "C", "C", "O", "H", "H", "H", "H", "H", "H"],
  "xyz": [[-0.143, -0.064, -0.323], [-2.012, -6.133, -1.397], [-2.631, -4.991, -2.208], [-2.559, -3.677, -1.494], [-3.516, -3.071, -0.766], [-4.923, -3.526, -0.551], [-5.895, -2.893, -1.553], [-2.962, -1.813, -0.262], [-3.647, -0.908, 0.460], [-3.205, 0.398, 0.898], [-3.860, 1.318, 1.702], [-5.186, 1.130, 2.375], [-5.060, 0.676, 3.831], [-3.030, 2.481, 1.819], [-1.932, 2.132, 1.066], [0.486, 3.268, 1.324], [1.690, 2.509, 0.926], [1.619, 1.351, 0.194], [2.937, 1.054, -0.129], [3.368, -0.055, -0.952], [2.685, -1.072, -1.510], [1.302, -1.332, -1.366], [1.054, -2.508, -2.005], [-0.165, -3.180, -2.046], [-1.366, -2.833, -1.430], [-1.615, -1.718, -0.691], [2.277, -3.012, -2.620], [3.266, -2.141, -2.317], [4.716, -2.248, -2.658], [5.532, -2.890, -1.531], [2.368, -4.302, -3.372], [2.424, -5.523, -2.447], [3.793, 2.009, 0.406], [2.983, 2.955, 1.079], [3.430, 4.171, 1.838], [3.594, 3.907, 3.337], [5.283, 2.085, 0.262], [5.718, 2.883, -0.969], [-1.999, 0.915, 0.500], [-3.345, 3.663, 2.689], [-2.468, 3.747, 3.940], [-2.065, -7.075, -1.942], [-2.536, -6.258, -0.448], [-0.964, -5.931, -1.169], [-3.674, -5.222, -2.430], [-2.132, -4.910, -3.177], [-5.236, -3.292, 0.469], [-4.965, -4.613, -0.637], [-5.869, -1.804, -1.489], [-6.916, -3.223, -1.365], [-5.629, -3.171, -2.574], [-4.662, -1.175, 0.724], [-5.775, 0.402, 1.814], [-5.756, 2.061, 2.330], [-4.457, -0.231, 3.901], [-6.039, 0.469, 4.265], [-4.579, 1.441, 4.443], [0.274, 3.436, 2.376], [4.432, -0.055, -1.159], [-0.169, -4.110, -2.594], [5.114, -1.256, -2.883], [4.829, -2.835, -3.570], [5.431, -2.327, -0.602], [6.590, -2.929, -1.792], [5.193, -3.908, -1.338], [3.255, -4.287, -4.007], [1.514, -4.392, -4.048], [3.309, -5.485, -1.810], [2.460, -6.448, -3.022], [1.551, -5.563, -1.794], [2.717, 4.990, 1.687], [4.375, 4.530, 1.427], [2.636, 3.668, 3.805], [4.011, 4.774, 3.851], [4.258, 3.058, 3.505], [5.712, 1.082, 0.221], [5.703, 2.544, 1.161], [5.261, 2.474, -1.873], [6.801, 2.862, -1.094], [5.409, 3.927, -0.889], [-4.387, 3.577, 2.997], [-3.293, 4.597, 2.131], [-2.484, 2.803, 4.486], [-2.809, 4.537, 4.609], [-1.425, 3.958, 3.691], [-1.075, 5.290, 0.879], [-0.187, 4.203, 0.376], [0.346, 4.341, -1.010], [-0.715, 2.766, 0.605], [-0.590, 6.239, 0.649], [-1.241, 5.234, 1.951], [-2.030, 5.272, 0.355], [1.054, 5.172, -1.004], [-0.457, 4.579, -1.709], [0.880, 3.448, -1.328]],
  "lowdin_spin": [0.9930, 0.0000, 0.0000, 0.0001, -0.0002, 0.0000, 0.0000, 0.0002, 0.0006, 0.0007, 0.0000, 0.0000, 0.0000, 0.0007, 0.0000, 0.0000, 0.0003, -0.0010, -0.0001, 0.0005, -0.0001, 0.0019, 0.0007, 0.0012, 0.0003, -0.0003, 0.0001, -0.0002, 0.0000, 0.0000, 0.0001, 0.0000, 0.0001, 0.0000, 0.0000, 0.0000, 0.0000, 0.0000, 0.0008, 0.0001, 0.0001, 0.0000, 0.0000, 0.0000, 0.0000, 0.0000, 0.0000, 0.0000, 0.0000, 0.0000, 0.0000, 0.0000, 0.0000, 0.0000, 0.0000, 0.0000, 0.0000, 0.0000, 0.0000, 0.0001, 0.0000, 0.0000, 0.0000, 0.0000, 0.0000, 0.0000, 0.0000, 0.0000, 0.0000, 0.0000, 0.0000, 0.0000, 0.0000, 0.0000, 0.0000, 0.0000, 0.0000, 0.0000, 0.0000, 0.0000, 0.0000, 0.0000, 0.0000, 0.0000, 0.0000, 0.0000, 0.0001, 0.0000, 0.0004, 0.0000, 0.0000, 0.0000, 0.0000, 0.0000, 0.0000]
}